No. 1
Formula: C21H29N3O6S2
Source: the OMol25 dataset
Level of theory: the ωB97M-V functional and the def2-TZVPD basis

**ΔE to the lowest compared entry with this formula, charge and spin**: 8.7 kJ/mol
**Net charge**: 0
**Electronic energy**: -2229.6887 a.u.
**SMILES**: CCN(CC)S(=O)(=O)c1ccc(NC(=O)[C@@H](C)N(c2ccc(OC)cc2)S(C)(=O)=O)cc1
**HOMO-LUMO gap**: 9.21 eV

Each line ends with the natural charge from an NBO analysis.
CARTESIAN COORDINATES (ANGSTROEM)
C (4.33240, 2.48082, 2.94633)  -0.62
C (5.29872, 1.44789, 3.51024)  -0.23
N (4.82804, 0.10009, 3.24473)  -0.69
C (5.26763, -0.93279, 4.16335)  -0.22
C (6.77977, -1.13716, 4.18680)  -0.63
S (4.89268, -0.32506, 1.61970)  2.31
O (4.94029, -1.75676, 1.52698)  -0.94
O (5.89855, 0.43036, 0.92411)  -0.95
C (3.28067, 0.18684, 1.03271)  -0.34
C (2.16029, -0.18011, 1.75171)  -0.18
C (0.90154, 0.17273, 1.29994)  -0.20
C (0.77332, 0.89215, 0.11209)  0.15
N (-0.45731, 1.29418, -0.40739)  -0.64
C (-1.69786, 0.90448, -0.03318)  0.67
O (-1.94499, 0.13161, 0.87164)  -0.61
C (-2.83452, 1.52620, -0.86746)  -0.13
C (-2.71191, 3.04343, -1.00387)  -0.62
N (-3.00155, 0.90328, -2.17648)  -0.71
C (-3.96197, -0.13267, -2.30960)  0.15
C (-4.76543, -0.17037, -3.44609)  -0.21
C (-5.70000, -1.17038, -3.59900)  -0.24
C (-5.87050, -2.14756, -2.61493)  0.31
O (-6.82698, -3.08103, -2.86243)  -0.49
C (-7.05758, -4.08291, -1.90059)  -0.25
C (-5.07368, -2.10184, -1.47639)  -0.31
C (-4.12132, -1.10622, -1.33226)  -0.24
S (-1.77590, 0.82636, -3.29633)  2.33
C (-0.96851, -0.77216, -3.00900)  -0.87
O (-2.33511, 0.80212, -4.60772)  -0.92
O (-0.82932, 1.87853, -3.01472)  -0.98
C (1.91368, 1.25153, -0.61021)  -0.24
C (3.16566, 0.89633, -0.14870)  -0.18
H (4.35929, 2.46644, 1.86106)  0.22
H (3.31763, 2.27113, 3.27591)  0.21
H (4.61838, 3.47253, 3.28877)  0.22
H (5.37141, 1.56275, 4.59468)  0.20
H (6.28992, 1.60314, 3.06749)  0.21
H (4.89448, -0.67437, 5.15969)  0.20
H (4.78545, -1.85286, 3.83111)  0.23
H (7.03016, -1.97236, 4.83586)  0.22
H (7.12514, -1.35688, 3.17948)  0.22
H (7.29049, -0.24796, 4.54939)  0.20
H (2.28496, -0.73820, 2.66545)  0.23
H (0.01988, -0.10730, 1.85187)  0.25
H (-0.39944, 1.81483, -1.28413)  0.45
H (-3.75391, 1.30234, -0.31250)  0.25
H (-2.55031, 3.48747, -0.02425)  0.22
H (-1.89775, 3.31922, -1.66565)  0.23
H (-3.63480, 3.43850, -1.42135)  0.22
H (-4.63599, 0.58030, -4.20687)  0.24
H (-6.32648, -1.21253, -4.47526)  0.23
H (-7.37418, -3.65603, -0.94375)  0.18
H (-7.86093, -4.69734, -2.30363)  0.20
H (-6.17004, -4.70474, -1.74627)  0.18
H (-5.17586, -2.83537, -0.69285)  0.22
H (-3.51353, -1.08998, -0.44052)  0.24
H (-1.68093, -1.54272, -3.27314)  0.25
H (-0.10249, -0.81634, -3.65668)  0.26
H (-0.67384, -0.85074, -1.97084)  0.24
H (1.80141, 1.80355, -1.53188)  0.22
H (4.06306, 1.16160, -0.68513)  0.25

***

No. 2
Formula: C6H38N2O12
Source: the OMol25 dataset
Level of theory: the ωB97M-V functional and the def2-TZVPD basis

**ΔE to the lowest compared entry with this formula, charge and spin**: 491.7 kJ/mol
**Net charge**: 0
**Electronic energy**: -1263.6276 a.u.
**HOMO-LUMO gap**: 8.41 eV

Each line ends with the natural charge from an NBO analysis.
CARTESIAN COORDINATES (ANGSTROEM)
C (-2.49766, -0.64000, 2.20193)  -0.67
C (-1.43553, -1.32626, 1.22601)  -0.05
C (-0.09678, -1.73195, 1.93656)  -0.40
C (1.07374, -0.70880, 1.89340)  -0.43
N (3.87112, 0.05052, -0.48963)  -0.85
C (3.23859, -0.59697, 0.66019)  -0.01
C (1.88900, -0.87898, 0.67366)  -0.26
N (-2.09182, -2.54660, 0.56750)  -0.91
H (-3.55943, -0.87287, 1.69676)  0.27
H (-2.10774, 0.34494, 2.33828)  0.21
H (-2.57883, -1.23631, 3.20438)  0.20
H (-1.19971, -0.64347, 0.48046)  0.17
H (0.34853, -2.68768, 1.45759)  0.17
H (-0.41553, -2.13395, 2.92272)  0.22
H (1.62635, -0.59132, 2.75412)  0.23
H (0.76478, 0.31207, 1.65579)  0.21
H (3.47863, -0.42437, -1.30537)  0.39
H (4.87428, -0.12455, -0.57282)  0.37
H (3.86697, -0.63508, 1.49016)  0.19
H (1.34441, -1.08073, -0.16244)  0.17
H (-2.92957, -2.23036, -0.00788)  0.41
H (-2.16437, -3.12268, 1.33775)  0.36
H (-1.56079, 3.92974, 1.90225)  0.49
H (-0.47294, 4.33251, 0.98990)  0.48
O (-0.66778, 3.97179, 1.92347)  -0.96
H (-1.08974, 0.90283, -1.77540)  0.51
H (-0.79087, -0.57040, -1.48588)  0.48
O (-1.60797, 0.02655, -1.61397)  -0.98
H (-2.24058, 2.21075, 0.74920)  0.50
H (-3.25760, 1.71013, 1.74378)  0.46
O (-2.83985, 2.44596, 1.59928)  -0.98
H (-1.06642, 3.18177, -1.32677)  0.52
H (-0.28631, 2.09150, -0.45331)  0.51
O (-1.11826, 2.57386, -0.58153)  -0.99
H (0.70600, -3.67065, 0.19323)  0.46
H (1.94714, -3.53770, -0.44725)  0.47
O (1.18888, -4.02402, -0.57869)  -0.93
H (-2.86593, -0.04198, -0.59989)  0.50
H (-4.33427, 0.16680, -0.79352)  0.47
O (-3.75533, -0.30184, -0.30639)  -0.99
H (1.00408, 0.51311, -4.69283)  0.48
H (1.30069, -0.55087, -3.56077)  0.51
O (0.78727, 0.26654, -3.75152)  -0.99
H (0.49666, 2.10791, 2.91681)  0.46
H (0.76544, 3.54459, 2.96801)  0.50
O (1.29560, 2.66524, 3.16051)  -0.98
H (2.46437, -3.02045, -2.76777)  0.47
H (1.41498, -2.36962, -1.86484)  0.51
O (2.33014, -2.29686, -2.26036)  -1.01
H (1.29716, 1.96620, -2.62262)  0.50
H (0.31404, 2.31360, -3.62742)  0.46
O (0.51415, 2.66041, -2.78608)  -0.97
H (-0.65611, -1.80555, -3.02120)  0.51
H (-0.81594, -2.41997, -1.54634)  0.50
O (-0.32172, -2.28088, -2.28258)  -0.97
H (2.75931, 1.75373, 0.06171)  0.50
H (1.79668, 2.66789, 0.73711)  0.48
O (2.06640, 2.39276, -0.15745)  -0.99

***

No. 3
Formula: C4H32NO12
Source: the OMol25 dataset
Level of theory: the ωB97M-V functional and the def2-TZVPD basis

**ΔE to the lowest compared entry with this formula, charge and spin**: 253.8 kJ/mol
**Net charge**: -1
**Electronic energy**: -1129.2474 a.u.
**HOMO-LUMO gap**: 9.09 eV

Each line ends with the natural charge from an NBO analysis.
CARTESIAN COORDINATES (ANGSTROEM)
C (1.00527, -0.26498, -0.73022)  -0.11
O (1.95048, 0.48932, 0.01553)  -0.82
C (0.30023, 0.54016, -1.80415)  -0.08
C (-0.35609, -0.25217, -2.99133)  -0.44
C (-0.97383, -1.52760, -2.54189)  -0.65
N (1.14018, 1.62966, -2.43203)  -0.88
H (0.22927, -0.63677, -0.03063)  0.16
H (1.40485, -1.27172, -0.95371)  0.17
H (-0.47143, 1.09064, -1.21231)  0.22
H (0.27298, -0.38244, -3.89064)  0.20
H (-1.18778, 0.41716, -3.41579)  0.25
H (-1.79879, -1.35287, -1.72341)  0.23
H (-1.68837, -1.98237, -3.22994)  0.21
H (-0.35889, -2.38740, -2.22167)  0.20
H (2.15245, 1.48348, -2.40246)  0.36
H (0.97122, 2.39065, -1.76973)  0.37
H (3.03131, -2.48678, -1.89233)  0.48
H (2.18714, -1.51082, -2.76293)  0.48
O (2.58121, -2.37498, -2.73577)  -0.95
H (0.91881, 3.40383, 0.80968)  0.45
H (1.48064, 1.27718, 0.50654)  0.52
O (0.60184, 2.51649, 0.93572)  -1.20
H (2.43795, -1.84515, 2.98151)  0.48
H (2.57823, -0.39728, 2.39321)  0.49
O (1.95962, -1.01721, 2.78450)  -0.96
H (-2.09482, 3.75957, 0.31507)  0.46
H (-0.81205, 2.76321, 0.60937)  0.49
O (-1.61927, 2.95886, -0.05941)  -1.06
H (-1.12006, -2.34262, 3.64868)  0.46
H (-0.13101, -1.34453, 3.42029)  0.51
O (-0.14136, -2.28728, 3.67506)  -0.98
H (-2.77368, 1.24179, -0.13455)  0.50
H (-3.02646, 0.36504, 1.02768)  0.46
O (-3.10229, 0.33855, 0.06237)  -0.97
H (-0.64791, -4.35546, -0.23648)  0.47
H (-0.79526, -3.46044, 1.00258)  0.49
O (-1.02385, -4.30936, 0.63969)  -0.96
H (0.06399, 1.22870, 4.07201)  0.48
H (0.53904, 0.97555, 2.67805)  0.51
O (-0.14375, 0.65980, 3.33232)  -0.98
H (-0.63003, 3.16804, 2.07978)  0.48
H (-1.36552, 2.11026, 2.94674)  0.48
O (-1.10014, 3.02143, 2.94865)  -1.01
H (-2.08922, 3.11871, -2.49504)  0.48
H (-0.77965, 2.64453, -3.00948)  0.48
O (-1.74287, 2.57126, -3.22518)  -0.96
H (1.27676, -2.05231, 1.39870)  0.50
H (1.48562, -3.29487, 2.27203)  0.47
O (1.40533, -3.02645, 1.34533)  -0.98